Formula: C48H158N12O25
Source: OMol25
Level of theory: ωB97M-V with the def2-TZVPD basis set

Geometry as XYZ:
```
243
Properties=species:S:1:pos:R:3:forces:R:3:lowdin_charge:R:1
C 6.2422 -7.8671 -8.0857 0.932 -0.385 -1.791 -0.041
C 7.4327 -8.7743 -7.6965 -2.757 0.590 -0.651 -0.430
C 8.6553 -8.0456 -7.3464 2.043 0.258 0.068 -0.229
O 9.0106 -7.1279 -8.3586 0.647 0.661 -0.472 -0.171
C 10.2863 -6.4922 -8.2250 -0.650 -0.023 0.468 -0.093
N 6.9171 -9.4856 -6.5672 0.889 -1.154 0.430 0.030
H 5.3782 -8.4794 -8.3443 -0.018 -0.091 0.497 0.051
H 6.5024 -7.4274 -9.0485 -0.059 0.804 0.142 0.072
H 6.0017 -7.1317 -7.3180 0.116 0.023 -0.019 0.067
H 7.6677 -9.5008 -8.4743 -0.226 0.135 -0.375 0.154
H 9.4527 -8.7821 -7.2462 0.363 -0.279 -0.022 0.118
H 8.5956 -7.6398 -6.3365 -0.297 0.817 0.133 0.121
H 10.2623 -5.8218 -7.3658 0.077 0.109 0.257 0.067
H 10.5219 -5.8769 -9.0933 -0.459 -0.192 -0.187 0.084
H 11.1277 -7.1713 -8.0880 -0.112 -0.463 0.038 0.081
H 6.8326 -8.8324 -5.8016 -0.431 0.232 0.389 0.030
H 7.7245 -10.0081 -6.2585 -0.105 -0.877 0.519 0.037
C 1.4041 -7.1732 -8.8157 -0.309 0.401 -0.138 -0.044
C 1.3234 -7.7621 -7.4258 -0.994 -0.915 1.530 -0.430
C 0.6265 -9.1565 -7.3217 -0.170 0.466 0.361 -0.138
O 0.4708 -9.7134 -5.9681 0.574 1.150 -1.172 -0.235
C -0.3380 -8.9100 -5.1002 0.521 -1.296 0.204 -0.098
N 2.6202 -7.7820 -6.7161 -0.569 0.145 -1.061 0.088
H 0.4066 -7.0413 -9.2349 -0.154 -0.033 0.119 0.084
H 1.9683 -7.6863 -9.5945 0.329 -0.346 0.398 0.088
H 1.8077 -6.1690 -8.6859 0.141 -0.064 -0.311 0.058
H 0.6553 -7.1095 -6.8638 0.001 0.411 0.079 0.113
H 1.2242 -9.8465 -7.9174 -0.216 -0.429 0.213 0.128
H -0.3998 -9.0790 -7.6806 0.008 -0.009 -0.561 0.118
H 0.2191 -8.0800 -4.6656 -0.074 0.330 -0.276 0.060
H -0.5495 -9.5981 -4.2816 -0.188 0.141 0.146 0.093
H -1.2898 -8.6276 -5.5501 0.085 0.267 -0.209 0.093
H 2.5395 -8.4893 -5.9996 0.222 -0.075 0.200 0.027
H 3.2234 -8.1591 -7.4330 0.912 -0.263 0.225 0.064
C 12.5145 -9.3518 6.0376 -0.488 0.037 -0.791 -0.062
C 12.4156 -8.2392 4.9899 -0.853 1.536 1.280 -0.381
C 10.9096 -7.9188 4.7378 0.923 -1.805 0.155 -0.220
O 10.8001 -6.9461 3.7754 0.115 0.948 -0.050 -0.233
C 9.4845 -6.6176 3.4305 0.192 0.923 -1.453 -0.097
N 13.0898 -7.0031 5.5114 -0.359 -0.808 -0.101 0.054
H 13.5298 -9.4250 6.4275 -0.035 -0.410 -0.295 0.083
H 12.1119 -10.2117 5.5023 0.668 -0.674 0.232 0.058
H 11.8358 -9.2790 6.8874 -0.057 0.650 0.077 0.081
H 12.9153 -8.5528 4.0734 -0.049 0.057 -0.093 0.124
H 10.4686 -7.6721 5.7036 -0.150 0.515 0.213 0.131
H 10.3363 -8.7665 4.3623 0.119 -0.704 0.163 0.108
H 8.8826 -6.1764 4.2250 -0.069 -0.589 0.474 0.104
H 9.0183 -7.4289 2.8714 -0.342 -0.087 0.520 0.069
H 9.5878 -5.7998 2.7174 -0.008 0.100 -0.201 0.080
H 12.7967 -6.1739 5.0148 0.218 0.123 -0.666 0.023
H 12.6622 -6.8228 6.4085 0.141 -0.184 0.601 0.065
C 14.3930 -5.6733 2.1978 -0.782 -1.466 -0.028 -0.060
C 13.1741 -4.7854 2.0641 0.885 0.337 0.110 -0.449
C 12.2931 -5.1376 0.9005 -0.426 0.278 -1.552 -0.188
O 11.6174 -3.9230 0.4620 -0.292 -1.147 -0.548 -0.179
C 10.5936 -3.9923 -0.5652 -0.127 0.529 1.084 -0.098
N 12.3732 -4.6829 3.2665 1.276 0.766 -0.114 0.065
H 14.8073 -5.7397 1.1918 0.838 0.233 0.299 0.078
H 14.1350 -6.7048 2.4379 -0.399 -0.326 0.022 0.057
H 15.0449 -5.4213 3.0342 0.212 0.584 -0.492 0.086
H 13.6681 -3.8436 1.8249 -0.582 0.588 0.080 0.140
H 11.6008 -5.9374 1.1633 -0.436 0.059 0.243 0.112
H 12.8607 -5.5491 0.0658 0.278 0.138 -0.352 0.114
H 9.6410 -4.3966 -0.2231 -0.095 -0.091 0.752 0.065
H 10.7151 -4.5552 -1.4907 1.235 -0.087 -0.066 0.069
H 10.4198 -2.9385 -0.7829 -0.025 -0.116 -0.305 0.086
H 11.7431 -3.9271 3.0390 -0.739 -0.271 0.557 0.077
H 11.9429 -5.5883 3.3898 -0.733 0.346 0.092 0.022
C 10.4393 -7.8184 -3.2304 -0.220 0.412 -1.216 -0.060
C 10.9484 -9.1871 -2.9473 0.587 -0.219 1.718 -0.388
C 11.9694 -9.2055 -1.7281 -0.109 0.306 -2.243 -0.179
O 11.3580 -8.8902 -0.4987 -0.421 -0.768 -0.867 -0.187
C 12.2580 -8.9525 0.5657 0.028 0.335 1.126 -0.103
N 9.8152 -10.0511 -2.6228 0.713 0.073 -0.133 0.050
H 9.6381 -7.9567 -3.9564 -0.444 0.211 0.146 0.063
H 11.1672 -7.2568 -3.8161 0.262 0.379 0.502 0.087
H 10.0677 -7.2989 -2.3471 0.114 0.055 -0.070 0.084
H 11.4083 -9.5869 -3.8510 0.550 0.004 0.136 0.135
H 12.7522 -8.4906 -1.9816 0.262 0.290 0.252 0.125
H 12.4422 -10.1871 -1.7580 0.035 -0.351 0.545 0.115
H 12.7461 -9.9131 0.7304 0.118 -0.347 -0.564 0.088
H 11.6813 -8.7960 1.4773 -0.059 0.331 0.040 0.088
H 13.0159 -8.1734 0.4837 0.162 0.065 0.013 0.084
H 9.3852 -9.5465 -1.8608 -0.817 -0.188 0.180 0.046
H 10.2490 -10.8625 -2.2065 -0.489 -0.662 -0.091 0.061
C 2.0147 -1.4460 -1.8389 0.042 1.207 -0.182 -0.067
C 0.8150 -0.8383 -2.5499 0.233 -0.500 -1.737 -0.399
C 1.1411 -0.3665 -4.0266 0.440 0.047 1.861 -0.193
O 1.9863 0.7780 -3.9808 -0.315 -0.374 -0.475 -0.183
C 2.0978 1.2984 -5.2943 0.335 -0.403 0.014 -0.116
N -0.1884 -1.8992 -2.5661 -0.654 0.074 -0.049 0.032
H 1.6939 -1.6318 -0.8139 0.391 -0.075 0.079 0.081
H 2.8314 -0.7252 -1.8792 0.177 -0.078 0.326 0.084
H 2.3679 -2.3564 -2.3231 -0.196 -0.037 0.042 0.051
H 0.3966 0.0200 -2.0241 0.180 -0.021 0.172 0.141
H 0.2183 -0.1482 -4.5640 -0.260 0.106 -0.017 0.117
H 1.6740 -1.1547 -4.5584 -0.027 -0.375 -0.127 0.109
H 2.2906 0.5259 -6.0388 0.119 -0.519 0.044 0.077
H 2.9814 1.9348 -5.3413 -0.488 0.496 0.125 0.092
H 1.1408 1.7199 -5.6019 0.133 0.691 0.006 0.087
H -1.0805 -1.5352 -2.8690 -0.279 0.116 0.095 0.070
H 0.0399 -2.5851 -3.2715 0.307 -0.270 -0.116 0.067
C 12.2869 -14.4561 7.4141 -0.044 0.219 -1.362 -0.038
C 11.7936 -13.3925 6.4250 0.205 1.226 0.321 -0.487
C 11.8469 -13.7824 4.9902 1.166 0.942 -1.570 -0.106
O 11.3886 -12.6018 4.1129 0.522 -2.173 2.338 -0.239
C 11.9044 -12.6712 2.8279 1.357 -0.366 -0.848 -0.138
N 10.4933 -12.8573 6.7573 -0.397 -0.825 0.444 0.070
H 12.3304 -14.0490 8.4243 0.006 -0.142 -0.159 0.086
H 13.2725 -14.7057 7.0211 0.286 -0.243 0.564 0.078
H 11.6943 -15.3692 7.3571 -0.199 0.017 0.247 0.078
H 12.5502 -12.6081 6.4454 -0.133 0.497 0.453 0.131
H 11.3991 -14.7355 4.7090 -0.684 0.218 -0.193 0.134
H 12.9196 -13.8947 4.8323 0.133 -0.090 -0.774 0.123
H 11.7726 -13.6629 2.3952 -0.728 0.050 -0.494 0.099
H 12.9914 -12.5999 2.7883 0.339 0.342 0.402 0.092
H 11.5336 -11.8315 2.2401 -0.369 -0.372 -0.072 0.082
H 10.1363 -12.2998 5.9945 0.354 0.674 0.205 0.016
H 9.9596 -13.7038 6.6201 -1.021 -0.283 0.642 0.073
C 3.5794 -3.8432 -4.6269 -0.241 0.329 -0.404 -0.052
C 3.3445 -3.7729 -6.1427 1.487 -1.029 1.130 -0.377
C 4.7083 -4.1336 -6.8852 -1.769 0.812 1.671 -0.206
O 4.3751 -3.9304 -8.1955 -0.696 0.257 -1.117 -0.188
C 5.3755 -4.1779 -9.1127 0.393 -0.646 -1.179 -0.105
N 2.2648 -4.6919 -6.5171 0.456 0.893 -0.149 0.058
H 4.5357 -3.3646 -4.4159 -0.101 -0.110 0.432 0.068
H 3.5654 -4.8589 -4.2316 0.376 -0.231 -0.257 0.064
H 2.7833 -3.3488 -4.0703 -0.011 0.289 -0.140 0.043
H 3.1076 -2.7456 -6.4195 -0.143 -0.023 -0.154 0.128
H 5.0166 -5.1563 -6.6682 -0.047 -0.365 -0.022 0.107
H 5.5081 -3.4709 -6.5547 0.223 0.281 0.100 0.117
H 4.9173 -4.4133 -10.0733 -0.194 0.006 -0.040 0.091
H 5.9425 -5.0664 -8.8348 0.370 0.072 0.076 0.073
H 6.0169 -3.3190 -9.3101 0.288 0.138 0.393 0.089
H 2.2793 -4.6440 -7.5259 -0.498 0.005 -0.374 0.041
H 2.6263 -5.6189 -6.3436 -0.006 -0.609 0.214 0.022
C 8.3625 -4.4414 -4.7334 -0.667 -1.408 -0.165 -0.073
C 8.0778 -3.0739 -4.2468 -0.739 0.126 1.197 -0.425
C 7.5197 -3.0219 -2.7639 0.681 -0.177 -2.051 -0.167
O 6.2080 -3.5455 -2.6837 0.954 0.526 -0.169 -0.212
C 5.6985 -3.2905 -1.4097 -1.487 -0.430 0.294 -0.119
N 9.3243 -2.3243 -4.3675 -0.352 0.742 0.446 0.041
H 9.0396 -4.9093 -4.0188 0.198 -0.275 -0.027 0.074
H 8.8360 -4.4309 -5.7152 0.009 0.007 -0.043 0.076
H 7.4714 -5.0652 -4.8030 -0.093 -0.139 0.022 0.069
H 7.2686 -2.6071 -4.8085 0.179 0.234 -0.354 0.131
H 7.5383 -1.9486 -2.5751 0.044 0.019 0.772 0.125
H 8.1182 -3.6457 -2.1000 0.582 0.406 0.259 0.110
H 5.5365 -2.2339 -1.1965 -0.105 0.265 -0.306 0.094
H 6.2588 -3.6574 -0.5498 0.679 -0.380 -0.197 0.076
H 4.7541 -3.8349 -1.4047 -0.240 0.277 0.337 0.082
H 10.0510 -2.9417 -4.0346 0.353 0.057 0.181 0.062
H 9.5142 -2.2176 -5.3537 0.075 0.205 -0.151 0.071
C 5.5647 -6.7179 -3.3615 -0.071 -1.212 1.295 -0.045
C 6.8287 -7.5223 -2.9712 -0.569 -1.050 -0.087 -0.332
C 6.7859 -7.8935 -1.4367 -0.303 0.806 -1.069 -0.147
O 7.9476 -8.5977 -1.0314 0.321 0.913 -0.160 -0.210
C 7.9588 -8.8696 0.3420 -0.636 -0.450 0.980 -0.088
N 6.9783 -8.7333 -3.8297 0.258 1.482 0.709 0.082
H 4.6877 -7.3039 -3.0864 -0.268 -0.160 0.180 0.068
H 5.4010 -6.5227 -4.4213 0.674 0.323 0.027 0.068
H 5.5805 -5.8499 -2.7024 -0.291 0.383 -0.604 0.060
H 7.6308 -6.8077 -3.1561 0.526 -0.407 0.165 0.100
H 5.9059 -8.4649 -1.1414 -0.259 -0.433 -0.493 0.106
H 6.6222 -6.9516 -0.9129 0.602 0.321 0.483 0.117
H 8.8618 -9.3748 0.6846 0.199 -0.133 -0.619 0.087
H 7.1039 -9.5061 0.5703 -0.164 -0.354 0.191 0.080
H 7.8435 -8.0236 1.0197 -0.028 0.633 -0.421 0.069
H 6.2757 -9.4006 -3.5451 -0.538 0.226 -0.086 0.033
H 7.7931 -9.2530 -3.5362 0.689 0.188 0.019 0.036
C 2.9250 -9.9135 -3.6986 1.324 -0.397 1.256 -0.033
C 4.0249 -10.4886 -4.6533 -2.113 0.711 0.529 -0.374
C 5.0225 -11.4616 -4.0471 -0.649 -0.200 -0.260 -0.198
O 5.6155 -10.8700 -2.9461 1.197 -0.578 1.851 -0.236
C 6.6670 -11.6564 -2.3261 -0.232 0.266 -0.181 -0.045
N 3.2728 -11.1803 -5.6815 0.492 -0.525 -0.833 0.037
H 3.3796 -9.5166 -2.7909 0.136 0.433 -0.044 0.043
H 2.2772 -10.6957 -3.3028 -0.170 -0.248 -0.398 0.080
H 2.3033 -9.1377 -4.1456 0.201 -0.108 -0.148 0.053
H 4.4984 -9.6084 -5.0880 0.555 -0.203 -0.164 0.120
H 5.7456 -11.7779 -4.7990 0.234 0.164 -0.214 0.136
H 4.5197 -12.3638 -3.6988 -0.450 -0.326 -0.122 0.132
H 7.1713 -11.0562 -1.5688 -0.092 0.378 -0.274 0.075
H 7.3988 -11.9980 -3.0581 0.046 0.196 -0.220 0.091
H 6.3295 -12.5426 -1.7887 -0.675 -0.114 -0.177 0.088
H 3.0257 -12.1007 -5.3470 -0.294 -0.079 -0.068 0.098
H 2.4299 -10.6628 -5.8861 -0.311 -0.222 0.081 0.048
C 3.2102 -11.3533 -0.2613 0.055 -0.411 -1.086 -0.051
C 3.9848 -10.1427 0.2112 -0.080 -0.887 1.031 -0.405
C 3.2192 -8.8229 0.1505 -1.077 -0.827 -1.654 -0.170
O 1.9123 -9.0260 0.7284 0.564 1.081 -0.007 -0.177
C 1.0982 -7.8469 0.6159 -0.375 -0.904 0.509 -0.080
N 4.3513 -10.4460 1.6045 -0.254 0.871 0.258 0.050
H 3.9444 -12.1496 -0.3837 0.029 -0.214 0.187 0.074
H 2.8442 -11.1928 -1.2753 -0.396 0.009 0.123 0.055
H 2.4289 -11.7359 0.3954 -0.075 0.428 0.011 0.086
H 4.8981 -10.2234 -0.3783 0.020 1.020 -0.210 0.106
H 3.0110 -8.6471 -0.9049 0.230 0.402 -0.350 0.104
H 3.7471 -7.9469 0.5274 0.099 -0.166 0.469 0.104
H 0.8893 -7.5086 -0.3990 0.561 -0.132 -0.350 0.074
H 1.4757 -7.0129 1.2075 0.186 0.039 0.007 0.080
H 0.1242 -8.1378 1.0095 0.049 0.053 0.223 0.089
H 4.6508 -9.5511 1.9645 1.283 0.350 0.153 0.022
H 3.4519 -10.3339 2.0500 -0.725 -1.126 0.562 0.084
O 8.9421 -12.4748 1.6077 0.975 -0.152 -0.527 -0.048
H 9.2795 -13.1127 2.2366 0.104 -0.164 0.126 0.037
H 8.1263 -12.1613 1.9981 -0.996 0.099 0.244 -0.009
O 5.3560 -8.0236 2.7142 -0.902 0.174 -0.180 -0.067
H 6.1395 -8.4532 3.0574 0.582 -0.347 0.395 -0.017
H 5.5911 -7.0968 2.6683 0.255 0.461 -0.200 0.005
O 7.4947 -9.0274 4.0186 -0.169 0.263 -0.093 -0.040
H 7.5191 -8.6737 4.9077 -0.067 0.117 0.229 0.068
H 8.0838 -9.7814 4.0439 0.413 -0.755 0.021 0.008
O 13.2176 -13.1020 -0.3775 0.799 -0.358 0.199 -0.066
H 13.8582 -12.5666 -0.8458 0.258 -0.003 -0.089 0.023
H 12.4052 -12.5978 -0.4218 -0.824 0.194 -0.055 -0.044
O 10.7535 -12.0000 -0.5008 0.433 0.000 -0.535 -0.043
H 10.1413 -12.3555 0.1434 -0.656 -0.204 0.554 0.017
H 10.6898 -11.0509 -0.3942 -0.050 0.546 0.286 0.017
O 6.6977 -5.6639 1.8640 0.362 -0.270 0.181 -0.043
H 6.8030 -4.8945 2.4236 -0.002 0.275 0.161 0.060
H 6.1609 -5.3574 1.1331 -0.481 0.163 -0.312 0.009
O 1.0571 -6.0283 -2.9638 0.122 -0.114 0.242 -0.040
H 0.1145 -6.1917 -2.9339 -0.330 -0.069 0.077 0.055
H 1.2119 -5.6758 -3.8402 0.237 0.221 -0.511 0.031
O 1.5595 -4.5058 -0.6336 0.147 0.084 0.698 -0.051
H 1.4861 -4.9946 -1.4533 -0.019 -0.460 -0.588 -0.008
H 1.2475 -3.6270 -0.8494 -0.197 0.312 -0.002 0.005
O 9.1743 -11.3571 4.5806 -1.122 0.943 0.207 -0.054
H 9.9525 -11.7635 4.1992 0.793 -0.312 -0.316 -0.012
H 8.5818 -12.0888 4.7535 -0.488 -0.077 -0.077 0.060
O 4.7177 -10.6989 -7.9701 -0.255 0.039 -1.534 -0.102
H 4.1250 -10.9536 -7.2629 -0.347 -0.399 0.682 -0.048
H 5.4938 -10.3612 -7.5229 0.671 0.210 0.614 -0.043
O 3.7884 -5.0415 1.0480 0.845 -0.039 0.365 -0.050
H 2.9719 -4.8216 0.5996 -0.636 0.253 -0.602 -0.015
H 3.6880 -5.9616 1.2919 -0.028 -0.239 0.174 0.003
O 9.2891 -10.8203 -5.3444 0.021 -0.278 -0.814 -0.053
H 10.1534 -11.1425 -5.6000 0.154 -0.171 -0.184 0.045
H 9.4005 -10.5256 -4.4405 -0.089 0.234 1.122 -0.029
O 6.4052 -12.2402 2.6492 0.949 -0.460 0.516 -0.054
H 5.8610 -11.6008 2.1894 -1.071 0.794 -0.345 -0.010
H 5.9356 -13.0687 2.5525 -0.115 -0.183 -0.056 0.053
```
Forces are in eV/Å.

For the relative energy (zero: lowest compared OMol25 entry of this formula, charge and spin), the calculation gives 0.0 kcal per mole. Its spin multiplicity is 1. As for the lowest unoccupied orbital energy: 0.20 eV. The molar mass is 1303.9 Da.